Record 1
{
  "formula": "C6H7Li2O6",
  "method": "ωB97M-V/def2-TZVPD",
  "de_lowest_kcal_mol": 0.0,
  "homo_lumo_gap_ev": 9.07,
  "e_tot_ha": -699.20586,
  "multiplicity": 1,
  "charge": 1,
  "elements": ["O", "C", "O", "O", "C", "C", "Li", "H", "H", "Li", "C", "C", "O", "C", "O", "O", "H", "H", "H", "H", "H"],
  "positions_angstrom": [[-0.0010, 2.7070, 3.2735], [-0.3761, 1.6474, 2.7514], [-0.0148, 0.5017, 3.1433], [-1.1819, 1.7558, 1.6584], [-0.7207, 1.2530, 0.4693], [0.4979, 1.5380, -0.0093], [0.9551, 1.5720, 4.5729], [1.2693, 1.8865, 0.6815], [0.6991, 1.7796, -1.0527], [-0.0698, -1.1595, 1.7192], [-1.7031, 0.7945, -0.6463], [-1.5096, -0.6482, -1.0618], [-2.6787, -1.0023, -1.8071], [-2.8438, -2.2792, -2.1051], [-2.0019, -3.1413, -2.0113], [-4.0976, -2.4702, -2.4954], [-1.6870, 1.4447, -1.5331], [-2.7096, 0.9201, -0.2179], [-1.4080, -1.3234, -0.2005], [-0.6232, -0.7804, -1.6971], [-4.1966, -3.3819, -2.7999]],
  "forces_ev_per_angstrom": [[-0.21, -0.82, 0.43], [0.76, 1.66, -0.16], [0.21, -1.47, -0.29], [-0.73, -1.29, 0.09], [0.33, 0.89, -3.55], [0.86, 0.64, 1.43], [-0.31, 0.21, -0.33], [-0.14, 0.17, -0.15], [-0.06, -1.19, 0.07], [0.04, 0.85, 0.43], [-1.20, 0.69, 1.82], [0.10, -0.01, -0.67], [0.02, 0.77, 0.54], [0.30, -1.30, -0.08], [-0.12, 0.44, 0.14], [-0.13, 0.30, -0.20], [0.35, -0.10, 0.43], [0.08, -0.26, -0.29], [-0.14, -0.11, 0.04], [-0.14, -0.01, 0.23], [0.12, -0.05, 0.06]]
}

Record 2
{
  "formula": "C6H7LiNdO6",
  "method": "ωB97M-V/def2-TZVPD",
  "de_lowest_kcal_mol": 17.5,
  "homo_lumo_gap_ev": [6.39, 7.79],
  "e_tot_ha": -1252.56416,
  "multiplicity": 5,
  "charge": 2,
  "elements": ["Li", "O", "O", "C", "C", "O", "C", "H", "H", "H", "H", "Nd", "O", "O", "C", "C", "O", "C", "H", "H", "H"],
  "positions_angstrom": [[-1.2667, -1.1898, 0.9447], [-1.5678, -1.6905, -0.9518], [-2.0947, 0.2634, -1.9307], [-2.9868, 0.7385, -0.8703], [-2.2212, 1.5039, 0.1884], [-1.2920, 0.7124, 0.8573], [-1.4555, -0.8454, -1.8073], [-3.7074, 1.3851, -1.3811], [-3.5104, -0.1362, -0.4616], [-2.9682, 1.9009, 0.8998], [-1.7705, 2.3910, -0.2915], [0.6675, 1.0326, 1.4882], [0.7320, -1.1436, 1.3116], [1.9440, 0.0335, -0.0244], [2.4554, 0.1842, -1.2994], [1.6573, 0.1081, -2.3935], [2.3704, -2.2081, 0.1546], [1.7532, -1.2648, 0.5612], [3.5426, 0.2412, -1.2902], [1.9088, 0.7121, -3.2659], [1.2185, -0.8730, -2.5830]],
  "forces_ev_per_angstrom": [[-0.28, -0.90, -0.49], [0.53, 0.49, -0.04], [0.46, 0.67, -0.42], [-0.37, -0.47, 0.00], [-1.72, 1.17, -0.69], [1.32, -0.44, 0.71], [-0.87, -0.61, 0.75], [0.20, -0.12, 0.17], [0.07, 0.23, -0.03], [0.22, -0.20, -0.20], [0.20, -0.29, 0.14], [-0.46, 1.60, 0.53], [-1.26, 0.22, 2.20], [0.07, -1.00, 0.74], [0.76, 0.99, -2.25], [1.70, -0.57, 0.45], [-0.90, 1.88, 1.15], [1.71, -3.93, -3.12], [-0.18, 1.35, -0.04], [0.65, -0.72, -0.02], [-1.85, 0.68, 0.47]]
}

Record 3
{
  "formula": "C6H7MnN12O3",
  "method": "ωB97M-V/def2-TZVPD",
  "de_lowest_kcal_mol": 0.2,
  "homo_lumo_gap_ev": [8.05, 6.12],
  "e_tot_ha": -2266.20238,
  "multiplicity": 4,
  "charge": 1,
  "elements": ["Mn", "N", "C", "N", "N", "N", "N", "C", "N", "N", "N", "N", "H", "C", "C", "N", "C", "C", "N", "H", "H", "H", "H", "H", "H", "O", "N", "O", "O"],
  "positions_angstrom": [[0.0719, 0.4743, -0.8377], [0.0349, -2.7934, -1.7215], [1.2158, -2.2023, -1.5652], [2.4222, -2.7716, -1.7942], [3.2925, -1.8684, -1.4829], [2.6768, -0.7417, -1.0619], [1.3860, -0.9432, -1.1037], [-1.1438, -2.1770, -1.3644], [-2.3253, -2.7482, -1.3622], [-3.1546, -1.7977, -0.9104], [-2.5054, -0.7099, -0.6389], [-1.2145, -0.9163, -0.9200], [-0.0029, -3.7462, -2.0748], [-0.1812, 3.0319, 1.5969], [0.0290, 1.6007, 1.9342], [0.1742, 0.5605, 1.1074], [0.3127, -0.5781, 1.8966], [0.2512, -0.2186, 3.1931], [0.0740, 1.1489, 3.1914], [0.2595, 3.2875, 0.6393], [0.2725, 3.6621, 2.3602], [-1.2483, 3.2556, 1.5541], [0.4439, -1.5579, 1.4747], [0.3195, -0.7927, 4.0991], [-0.0065, 1.7341, 4.0082], [-0.0695, 0.7619, -2.7875], [-0.3854, 1.9965, -2.6236], [-0.6936, 2.7466, -3.4611], [-0.3054, 2.3026, -1.3453]],
  "forces_ev_per_angstrom": [[0.04, 0.13, -0.06], [-0.01, 0.02, 0.01], [0.01, 0.00, 0.00], [-0.03, -0.03, -0.02], [0.01, 0.04, 0.01], [0.00, -0.02, 0.00], [0.02, -0.09, -0.01], [-0.02, 0.00, 0.00], [0.04, -0.03, -0.05], [-0.01, 0.03, 0.06], [-0.03, -0.01, -0.04], [0.00, 0.01, 0.02], [0.00, 0.00, 0.00], [0.00, -0.01, 0.00], [-0.01, 0.03, 0.03], [0.02, -0.04, -0.01], [-0.01, 0.01, 0.02], [0.00, 0.00, 0.01], [0.03, 0.00, -0.02], [0.02, 0.00, 0.00], [-0.02, 0.00, 0.01], [0.00, 0.00, -0.02], [0.00, 0.00, -0.01], [0.00, 0.00, 0.00], [0.00, 0.00, 0.00], [-0.03, -0.09, -0.06], [0.09, 0.12, 0.07], [0.04, -0.07, 0.05], [-0.17, -0.03, -0.01]]
}

Record 4
{
  "formula": "C6H7N",
  "method": "ωB97M-V/def2-TZVPD",
  "de_lowest_kcal_mol": 25.3,
  "homo_lumo_gap_ev": 10.62,
  "e_tot_ha": -287.54697,
  "multiplicity": 1,
  "smiles": "N#CC1CC=CC1",
  "elements": ["N", "C", "C", "C", "C", "C", "C", "H", "H", "H", "H", "H", "H", "H"],
  "positions_angstrom": [[-0.7252, 3.1562, -0.4752], [-0.4786, 2.1001, -0.0717], [-0.1553, 0.7596, 0.4160], [1.2289, 0.2503, -0.0728], [0.9621, -1.2120, -0.1832], [-0.3164, -1.5439, -0.1369], [-1.1796, -0.3267, -0.0195], [-0.1370, 0.7965, 1.5121], [1.4821, 0.6400, -1.0643], [2.0411, 0.5259, 0.6069], [1.6037, -2.0606, 0.0132], [-0.7063, -2.5547, -0.2411], [-1.6286, -0.0928, -0.9885], [-1.9908, -0.4379, 0.7050]],
  "forces_ev_per_angstrom": [[0.23, -1.01, 0.39], [-0.25, 0.97, -0.35], [-0.04, 0.05, -0.01], [-0.01, 0.06, -0.13], [0.01, -1.64, 1.28], [-0.51, 0.41, -0.31], [-0.31, 0.21, -0.17], [-0.01, 0.00, -0.18], [-0.04, 0.17, 0.11], [-0.16, -0.09, -0.09], [1.01, 0.41, -0.72], [0.10, 0.23, 0.23], [-0.11, 0.17, 0.05], [0.08, 0.06, -0.09]]
}

Record 5
{
  "formula": "C6H7N",
  "method": "ωB97M-V/def2-TZVPD",
  "de_lowest_kcal_mol": 51.0,
  "homo_lumo_gap_ev": 11.29,
  "e_tot_ha": -287.50599,
  "multiplicity": 1,
  "smiles": "C#C[C@@H](C)CC#N",
  "elements": ["C", "C", "C", "C", "C", "C", "N", "H", "H", "H", "H", "H", "H", "H"],
  "positions_angstrom": [[0.5405, 2.1278, 1.7214], [0.1451, 1.2541, 0.9927], [-0.2686, 0.0438, 0.2692], [-1.2863, 0.2476, -0.8604], [0.9970, -0.6859, -0.2447], [0.7188, -2.1030, -0.5045], [0.4678, -3.2197, -0.6707], [0.8946, 2.8925, 2.3765], [-0.7373, -0.5936, 1.0273], [-0.8218, 0.7104, -1.7386], [-1.6889, -0.7273, -1.1601], [-2.1187, 0.8783, -0.5360], [1.3551, -0.2086, -1.1654], [1.8029, -0.6164, 0.4932]],
  "forces_ev_per_angstrom": [[-0.15, -0.30, -0.37], [0.16, 0.34, 0.35], [-0.02, -0.06, 0.05], [-0.03, 0.03, -0.01], [0.07, -0.01, 0.00], [-0.20, -0.90, -0.16], [0.24, 1.07, 0.12], [-0.09, -0.05, -0.16], [0.06, -0.02, -0.07], [-0.05, -0.01, 0.19], [0.09, 0.20, 0.02], [0.14, -0.11, -0.02], [-0.06, -0.11, 0.17], [-0.15, -0.07, -0.10]]
}

Record 6
{
  "formula": "C6H7N",
  "method": "ωB97M-V/def2-TZVPD",
  "de_lowest_kcal_mol": 182.0,
  "homo_lumo_gap_ev": 8.33,
  "e_tot_ha": -287.29721,
  "multiplicity": 1,
  "elements": ["C", "C", "C", "C", "C", "N", "C", "H", "H", "H", "H", "H", "H", "H"],
  "positions_angstrom": [[-1.2582, -0.2755, -1.6826], [-0.7442, -1.1683, -0.6144], [1.2914, 0.5242, 0.1546], [0.9347, -0.5782, 1.1290], [0.9856, 0.8788, 1.4948], [-0.0831, 1.0228, 0.4834], [-0.5057, -0.4412, 0.6479], [-2.1545, -0.7943, -2.0460], [-0.5848, -0.2902, -2.5525], [-1.4809, 0.7669, -1.4208], [1.9919, 0.8049, -0.6104], [1.5280, -1.4146, 1.4899], [1.4178, 1.5890, 2.1759], [-1.3380, -0.6243, 1.3512]],
  "forces_ev_per_angstrom": [[-0.06, -0.06, 0.11], [-0.44, 0.17, 0.05], [0.52, 0.26, -0.12], [0.19, -0.34, 0.02], [0.20, 0.22, 0.24], [-0.16, 0.21, -0.20], [-0.15, -0.21, -0.14], [0.00, 0.04, -0.13], [-0.04, -0.19, 0.17], [0.07, -0.18, -0.01], [-0.01, 0.02, 0.09], [-0.08, 0.12, -0.15], [-0.20, -0.12, 0.16], [0.16, 0.05, -0.09]]
}

Record 7
{
  "formula": "C6H7N",
  "method": "ωB97M-V/def2-TZVPD",
  "de_lowest_kcal_mol": 142.5,
  "homo_lumo_gap_ev": 8.18,
  "e_tot_ha": -287.36017,
  "multiplicity": 1,
  "elements": ["C", "C", "C", "C", "C", "C", "N", "H", "H", "H", "H", "H", "H", "H"],
  "positions_angstrom": [[-0.8484, -1.4563, 0.8014], [1.1988, 1.4001, -0.3544], [1.2757, 0.5739, -1.5846], [0.2040, -0.9321, 0.2028], [-2.7741, -0.8956, 2.1099], [0.0856, 0.2737, -0.6202], [-1.8959, -1.1621, 1.3312], [2.0637, 1.2988, 0.3947], [0.7006, 2.4451, -0.3984], [0.9805, 0.8991, -2.6969], [2.0873, -0.1632, -1.4814], [0.9503, -1.6626, 0.1263], [-3.1913, -1.4840, 2.9229], [-0.8368, 0.8650, -0.7534]],
  "forces_ev_per_angstrom": [[2.55, 0.03, -1.02], [-0.46, 1.50, 0.42], [-1.52, 0.04, -1.78], [-2.32, -0.56, -0.55], [-1.49, 1.07, 0.17], [3.04, 2.09, 0.36], [-2.29, -0.40, 2.08], [-1.72, 0.03, -1.10], [1.25, -1.82, 0.07], [1.01, -0.49, 2.76], [-0.59, 0.23, -0.57], [1.86, -0.21, -0.52], [0.41, -0.26, -0.26], [0.28, -1.23, -0.07]]
}

Record 8
{
  "formula": "C6H7N",
  "method": "ωB97M-V/def2-TZVPD",
  "de_lowest_kcal_mol": 74.5,
  "homo_lumo_gap_ev": 7.90,
  "e_tot_ha": -287.46845,
  "multiplicity": 1,
  "smiles": "C=Cc1ccc[nH]1",
  "elements": ["C", "C", "C", "C", "C", "C", "N", "H", "H", "H", "H", "H", "H", "H"],
  "positions_angstrom": [[-0.5383, -1.7124, -1.9831], [-0.3363, -0.3809, -1.6210], [0.1770, 0.1392, -0.2825], [-0.2801, 1.4226, 0.2560], [0.0972, 1.5320, 1.6186], [0.7422, 0.3110, 1.9308], [0.5359, -0.4964, 0.8855], [-1.1931, -2.2815, -1.4076], [-0.2003, -2.1570, -2.9097], [-0.4319, 0.4377, -2.3651], [-0.7488, 2.2251, -0.1581], [-0.0823, 2.2450, 2.4289], [1.4048, 0.1217, 2.7774], [0.8541, -1.4060, 0.8299]],
  "forces_ev_per_angstrom": [[0.76, 2.80, -0.10], [1.26, -1.01, 0.69], [-4.86, 2.83, 0.69], [2.23, -2.10, 1.49], [0.85, -1.73, 0.23], [-1.23, 1.78, 0.27], [1.38, -0.29, -1.53], [0.11, -1.57, 1.79], [-0.90, 0.62, -0.66], [1.14, -0.65, 0.24], [-1.25, 1.69, -1.91], [0.12, 0.25, -0.97], [-0.63, -0.51, -0.31], [1.00, -2.11, 0.06]]
}